Below is a gas-phase ion, C5H15N2 (charge +2), with properties calculated with ωB97M-V/def2-TZVPD.

XYZ file:
```
22
C5H15N2, DFT ωB97M-V/def2-TZVPD
C 1.06683 0.18642 0.91012
N 1.66440 -0.91452 0.12829
C 2.65399 -0.54997 -0.89354
C -0.25826 0.37368 0.13857
N -0.84638 2.01462 0.68514
C -2.19060 -0.95882 -0.79692
C -1.31772 -0.65075 0.42004
H 1.69745 1.07911 0.86567
H 0.97046 -0.16941 1.94221
H 0.94431 -1.51634 -0.29295
H 3.28071 0.24215 -0.48469
H 3.12219 -1.50181 -1.15175
H 2.19374 -0.12410 -1.79995
H -0.09367 0.72500 -0.87908
H -0.19762 2.74329 0.40042
H -1.78691 2.15233 0.31321
H -0.90216 1.89896 1.69741
H -3.07082 -1.43163 -0.37089
H -2.39054 -0.05190 -1.37480
H -1.72797 -1.61017 -1.54295
H -0.90962 -1.60552 0.79085
H -1.90177 -0.33062 1.29557
```

Output
Energy, eV: -8388.325
Spin multiplicity: 2
ΔE to the lowest compared entry with this formula, charge and spin, kcal/mol: 45.8
Total charge: +2
HOMO energy (spin up / spin down), eV: -19.877 / -19.879
Kohn-Sham gap (spin up / spin down), hartree: 0.4461 / 0.2813
⟨S²⟩: 0.7544
LUMO energy (spin up / spin down), Ha: -0.2844 / -0.4492